i) The following is a quantum chemistry calculation of a cluster of 2 separate species, CN2O2S in total, from the Open Molecules 2025 dataset.

XYZ file:
```
6
Properties=species:S:1:pos:R:3
C -0.90 -0.89 1.33
N -1.92 -1.37 1.21
N 0.56 1.14 -1.43
O 0.51 0.99 -0.24
O 1.04 0.72 -2.42
S 0.71 -0.59 1.55
```

## Properties
orbital gap (alpha / beta) = 0.2617 / 0.3134 hartree
molar mass = 104.1 g/mol
highest occupied orbital energy (alpha / beta) = -9.941 / -10.283 eV
total charge = 0


ii) The following is a quantum chemistry calculation of an isolated molecule of CN2O2S, from the Open Molecules 2025 dataset.

XYZ file:
```
6
Properties=species:S:1:pos:R:3
C 1.09 0.62 -0.10
N 0.62 0.04 0.86
N -0.54 -0.53 1.13
O 1.76 1.34 -0.71
O -1.33 -0.49 -1.26
S -1.60 -0.97 0.08
```

## Properties
orbital gap = 0.3305 hartree
molar mass = 104.1 g/mol
highest occupied orbital energy = -10.153 eV
total charge = 0


Most stable of them? ii).


i) The following is a quantum chemistry calculation of an isolated molecule of C2H4N6, from the Open Molecules 2025 dataset.

XYZ file:
```
12
Properties=species:S:1:pos:R:3
C -0.38 -2.99 -1.00
C 0.15 0.23 -0.14
H 0.43 -3.31 -1.63
H -0.96 -3.86 -0.57
H -1.52 0.25 1.31
H 1.52 1.31 -1.26
N -0.69 -1.82 -0.45
N 0.24 -0.88 -0.80
N -0.62 0.58 0.93
N -0.31 1.85 1.30
N 0.67 2.24 0.59
N 1.00 1.20 -0.28
```

## Properties
orbital gap = 0.3335 hartree
molar mass = 112.1 g/mol
highest occupied orbital energy = -8.175 eV
total charge = 0
structure (SMILES) = C=NN=c1[nH]nn[nH]1


ii) The following is a quantum chemistry calculation of an isolated molecule of C2H4N6, from the Open Molecules 2025 dataset.

XYZ file:
```
12
Properties=species:S:1:pos:R:3
C -0.26 -0.27 -0.01
C 1.51 1.18 -0.09
H -2.29 1.18 -0.34
H -3.15 -0.12 0.59
H 2.12 2.07 0.27
H 0.51 -2.25 0.52
N -2.64 0.06 -0.39
N -1.50 -0.70 -0.20
N 0.22 1.11 0.20
N 2.55 0.10 -0.50
N 2.14 -1.10 -0.10
N 0.78 -1.27 0.04
```

## Properties
orbital gap = 0.3063 hartree
molar mass = 112.1 g/mol
highest occupied orbital energy = -8.787 eV
total charge = 0
structure (SMILES) = N/N=c1\ncnn[nH]1


Most stable of them? i).


i) The following is a quantum chemistry calculation of a cluster of 2 separate species, C3H8O3S in total, from the Open Molecules 2025 dataset.

XYZ file:
```
15
Properties=species:S:1:pos:R:3
C 0.83 2.06 -0.58
C 0.92 -0.12 0.41
C -0.03 0.79 -0.24
O -1.98 -1.76 -0.07
O -0.44 -3.55 0.84
O -0.52 0.27 -1.45
S -0.94 -2.19 0.93
H 0.00 2.65 -1.25
H 1.78 1.82 -1.14
H 1.14 2.58 0.35
H 1.24 -1.07 -0.11
H 1.64 0.11 1.18
H -0.94 1.01 0.41
H -1.23 -0.39 -1.42
H -1.48 -2.20 2.13
```

## Properties
orbital gap (alpha / beta) = 0.2484 / 0.3218 hartree
molar mass = 124.2 g/mol
highest occupied orbital energy (alpha / beta) = -8.749 / -9.518 eV
total charge = 0


ii) The following is a quantum chemistry calculation of a cluster of 2 separate species, C3H8O3S in total, from the Open Molecules 2025 dataset.

XYZ file:
```
15
Properties=species:S:1:pos:R:3
O 2.68 0.10 -0.82
C 1.65 0.46 -0.28
O 1.43 0.79 1.04
C 0.32 0.52 -0.96
C -0.42 -0.85 -0.83
S -2.07 -0.93 -1.71
H 2.30 1.04 1.45
H -0.25 1.35 -0.67
H 0.32 0.79 -2.03
H -0.35 -1.12 0.18
H 0.11 -1.61 -1.46
H -2.97 -0.87 -0.75
H -0.24 0.45 2.01
H -1.32 -0.50 2.55
O -1.19 0.39 2.28
```

## Properties
orbital gap = 0.3582 hartree
molar mass = 124.2 g/mol
highest occupied orbital energy = -9.358 eV
total charge = 0
structure (SMILES) = O=C(O)CCS.O


Most stable of them? ii).


i) The following is a quantum chemistry calculation of a cluster of 3 separate species, H5O3 in total, from the Open Molecules 2025 dataset.

XYZ file:
```
8
Properties=species:S:1:pos:R:3
O 0.47 -0.54 0.02
H 1.28 -1.04 -0.02
O 0.74 2.04 1.66
H 0.26 1.89 2.47
H 0.53 1.22 1.18
O -1.19 -1.46 -1.83
H -1.99 -1.40 -1.31
H -0.52 -1.20 -1.11
```

## Properties
orbital gap = 0.2977 hartree
molar mass = 53.0 g/mol
highest occupied orbital energy = -3.533 eV
total charge = -1


ii) The following is a quantum chemistry calculation of a cluster of 3 separate species, H5O3 in total, from the Open Molecules 2025 dataset.

XYZ file:
```
8
Properties=species:S:1:pos:R:3
O 0.60 -0.46 -0.01
H 0.56 -0.96 0.83
O 0.94 1.92 1.05
H 0.03 2.21 1.24
H 0.97 0.98 0.71
O -1.39 -1.39 -1.12
H -0.49 -0.94 -0.62
H -1.21 -1.36 -2.07
```

## Properties
orbital gap = 0.3370 hartree
molar mass = 53.0 g/mol
highest occupied orbital energy = -4.282 eV
total charge = -1


iii) The following is a quantum chemistry calculation of a cluster of 3 separate species, H5O3 in total, from the Open Molecules 2025 dataset.

XYZ file:
```
8
Properties=species:S:1:pos:R:3
O 0.40 0.71 -1.11
H 0.38 1.66 -0.94
O -1.04 -1.11 -0.25
H -0.86 -1.90 -0.78
H -0.58 -0.33 -0.79
O 0.69 0.63 1.59
H 0.65 0.61 0.58
H 0.36 -0.28 1.70
```

## Properties
orbital gap = 0.3262 hartree
molar mass = 53.0 g/mol
highest occupied orbital energy = -4.000 eV
total charge = -1


Most stable of them? ii).


i) The following is a quantum chemistry calculation of a structure of composition C7CuF21O21S7, from the Open Molecules 2025 dataset.

XYZ file:
```
57
Properties=species:S:1:pos:R:3
Cu 0.03 0.12 -0.20
C 0.44 2.82 3.69
F -0.86 3.08 3.82
F 0.90 3.69 2.77
F 1.07 3.12 4.85
S 0.77 0.98 3.19
O 0.01 0.14 4.08
O 0.40 0.91 1.78
O 2.21 0.77 3.39
C 4.27 2.24 -0.35
F 5.27 2.48 0.50
F 3.25 3.03 0.00
F 4.65 2.63 -1.58
S 3.79 0.38 -0.33
O 4.22 -0.04 0.99
O 2.33 0.31 -0.41
O 4.52 -0.14 -1.48
C -1.21 -3.68 -2.58
F -1.43 -4.29 -1.40
F 0.10 -3.81 -2.81
F -1.86 -4.34 -3.57
S -1.70 -1.84 -2.56
O -3.07 -1.73 -2.10
O -0.71 -1.27 -1.63
O -1.44 -1.42 -3.93
C 2.41 2.34 -3.54
F 2.81 3.24 -2.66
F 2.66 2.86 -4.78
F 3.12 1.23 -3.44
S 0.55 1.90 -3.46
O 0.40 1.25 -2.16
O -0.19 3.14 -3.61
O 0.33 0.98 -4.58
C -3.19 -2.88 1.81
F -4.07 -3.59 1.06
F -3.49 -3.17 3.09
F -1.99 -3.41 1.54
S -3.24 -1.02 1.40
O -1.94 -0.72 0.75
O -4.41 -0.95 0.56
O -3.35 -0.35 2.68
C 1.24 -4.46 0.52
F 2.04 -5.37 1.11
F 1.70 -4.26 -0.72
F 0.02 -5.04 0.44
S 1.16 -2.86 1.59
O 0.40 -3.20 2.78
O 2.57 -2.67 1.91
O 0.63 -1.83 0.71
C -2.98 3.50 1.13
F -1.85 3.96 1.70
F -3.68 2.79 1.99
F -3.73 4.58 0.80
S -2.52 2.57 -0.48
O -1.36 1.79 -0.13
O -3.70 1.79 -0.79
O -2.29 3.71 -1.37
```

## Properties
spin multiplicity = 2
orbital gap (alpha / beta) = 0.2480 / 0.2479 hartree
molar mass = 1107.0 g/mol
highest occupied orbital energy (alpha / beta) = 3.146 / 3.149 eV
total charge = -5


ii) The following is a quantum chemistry calculation of a structure of composition C7CuF21O21S7, from the Open Molecules 2025 dataset.

XYZ file:
```
57
Properties=species:S:1:pos:R:3
Cu 0.01 -0.11 -0.07
C -0.11 -0.22 -4.88
F 1.16 -0.64 -4.78
F -0.44 0.25 -6.09
F -0.88 -1.32 -4.69
S -0.58 1.02 -3.50
O -0.32 0.36 -2.19
O 0.31 2.14 -3.69
O -1.99 1.39 -3.67
C 2.05 -0.37 4.30
F 1.93 0.09 5.57
F 2.87 0.45 3.62
F 2.65 -1.56 4.27
S 0.31 -0.52 3.45
O -0.56 0.54 3.93
O 0.54 -0.49 2.00
O -0.11 -1.88 3.82
C 2.87 3.39 1.49
F 2.73 2.65 2.60
F 1.90 4.30 1.48
F 4.04 4.02 1.44
S 2.61 2.33 -0.09
O 3.90 1.75 -0.43
O 1.57 1.36 0.28
O 2.22 3.26 -1.19
C -1.36 -4.67 -0.94
F -2.65 -4.56 -0.68
F -0.98 -5.98 -0.85
F -1.08 -4.19 -2.14
S -0.37 -3.73 0.38
O -1.10 -3.84 1.64
O 0.91 -4.42 0.40
O -0.34 -2.36 -0.12
C -4.14 0.57 2.11
F -4.57 1.30 1.06
F -3.39 1.35 2.87
F -5.21 0.19 2.83
S -3.23 -0.97 1.49
O -2.01 -0.51 0.81
O -3.03 -1.76 2.72
O -4.20 -1.61 0.62
C -1.82 4.10 1.26
F -2.71 3.46 2.01
F -2.24 5.35 0.97
F -0.67 4.26 1.91
S -1.55 3.16 -0.38
O -0.64 3.93 -1.20
O -1.05 1.86 0.06
O -2.87 3.05 -0.99
C 2.52 -2.84 -2.83
F 1.25 -2.76 -3.19
F 2.65 -3.92 -1.99
F 3.33 -2.94 -3.89
S 2.89 -1.19 -1.84
O 1.76 -1.07 -0.97
O 4.23 -1.30 -1.27
O 2.98 -0.13 -2.83
```

## Properties
spin multiplicity = 2
orbital gap (alpha / beta) = 0.2343 / 0.2342 hartree
molar mass = 1107.0 g/mol
highest occupied orbital energy (alpha / beta) = 3.487 / 3.491 eV
total charge = -5


Most stable of them? i).


i) The following is a quantum chemistry calculation of the ion C5H8IN2 with charge +1, from the Open Molecules 2025 dataset.

XYZ file:
```
16
Properties=species:S:1:pos:R:3
C -0.46 0.57 1.71
C -1.64 -0.09 1.14
C 0.66 0.67 0.99
C -1.59 -0.62 -0.10
C 0.78 0.25 -0.47
N 1.91 -0.41 -0.75
N -0.50 -0.57 -1.06
I 0.84 2.32 -1.72
H -0.39 0.82 2.80
H -2.43 -0.05 1.87
H 1.54 1.05 1.41
H -2.48 -1.11 -0.58
H 2.92 -0.13 -0.44
H 2.13 -0.81 -1.64
H -0.29 -1.65 -1.27
H -1.00 -0.23 -1.89
```

## Properties
orbital gap = 0.3048 hartree
molar mass = 223.0 g/mol
highest occupied orbital energy = -12.980 eV
total charge = +1
structure (SMILES) = N[C@]1(I)C=CC=C[NH2+]1


ii) The following is a quantum chemistry calculation of the ion C5H8IN2 with charge +1, from the Open Molecules 2025 dataset.

XYZ file:
```
16
Properties=species:S:1:pos:R:3
C 2.30 2.81 0.11
C -3.28 -0.31 -0.01
C 1.59 0.57 -0.04
C 0.44 -0.02 -0.01
C 0.32 -1.50 0.19
N 1.40 1.97 -0.15
N -3.26 -1.51 -0.07
I -1.34 1.18 -0.01
H 3.32 2.61 0.27
H 2.07 3.87 0.08
H -3.94 0.52 0.23
H 2.55 0.09 0.08
H -0.34 -1.78 0.96
H 1.40 -1.92 0.05
H -0.11 -2.02 -0.73
H -3.33 -2.42 -0.44
```

## Properties
orbital gap = 0.3305 hartree
molar mass = 223.0 g/mol
highest occupied orbital energy = -13.072 eV
total charge = +1


Most stable of them? i).


i) The following is a quantum chemistry calculation of the ion C2H8N3S with charge +1, from the Open Molecules 2025 dataset.

XYZ file:
```
14
Properties=species:S:1:pos:R:3
C -0.70 -0.80 -0.02
C -0.35 1.57 0.41
N 1.53 -0.30 0.38
N 2.40 -1.03 -0.23
N -1.08 0.59 -0.40
S 1.43 1.32 -0.06
H -0.72 -1.57 -0.69
H -0.75 -0.96 1.03
H -0.69 2.59 0.03
H -0.19 1.47 1.45
H 2.83 -0.76 -1.14
H 2.16 -2.05 -0.15
H -0.65 0.62 -1.34
H -2.04 0.93 -0.33
```

## Properties
orbital gap (alpha / beta) = 0.2772 / 0.3201 hartree
molar mass = 106.2 g/mol
highest occupied orbital energy (alpha / beta) = -11.820 / -12.618 eV
total charge = +1


ii) The following is a quantum chemistry calculation of a cluster of 2 separate species, C2H8N3S in total, from the Open Molecules 2025 dataset.

XYZ file:
```
14
Properties=species:S:1:pos:R:3
C 0.92 -0.96 -0.58
C -0.18 -0.57 -1.31
N 1.20 1.13 0.45
N 1.55 -0.09 0.31
N -0.79 -1.37 -2.22
S -0.88 1.02 1.70
H 1.39 -1.85 -0.84
H -0.72 0.41 -1.11
H 1.65 1.53 1.29
H -2.17 1.23 1.09
H 2.26 -0.53 0.87
H -0.33 -2.09 -2.71
H -1.35 -0.90 -2.89
H -0.77 2.36 1.53
```

## Properties
orbital gap = 0.2765 hartree
molar mass = 106.2 g/mol
highest occupied orbital energy = -12.882 eV
total charge = +1


Most stable of them? ii).


i) The following is a quantum chemistry calculation of a cluster of 5 separate species, C16H48BrN4O4 in total, from the Open Molecules 2025 dataset.

XYZ file:
```
73
Properties=species:S:1:pos:R:3
C -5.03 -15.75 14.32
C -4.20 -14.55 13.86
C -4.89 -13.67 12.82
O -5.39 -14.42 11.79
C -4.45 -14.70 10.77
N -3.83 -13.70 15.02
H -3.22 -12.94 14.71
H -4.69 -13.30 15.44
H -3.38 -14.21 15.78
H -5.48 -16.27 13.48
H -5.82 -15.40 15.00
H -4.40 -16.46 14.87
H -3.30 -14.96 13.40
H -4.18 -12.90 12.47
H -5.75 -13.17 13.31
H -3.60 -15.26 11.16
H -4.05 -13.77 10.33
H -4.97 -15.27 10.02
C -9.06 -16.61 14.99
C -9.21 -16.51 16.48
C -7.95 -16.82 17.26
O -7.99 -16.59 18.63
C -8.95 -17.39 19.33
N -9.69 -15.12 16.85
H -10.06 -15.09 17.80
H -8.88 -14.47 16.85
H -10.43 -14.82 16.21
H -8.85 -17.64 14.72
H -8.22 -15.99 14.65
H -9.99 -16.31 14.52
H -10.02 -17.15 16.83
H -7.13 -16.28 16.77
H -7.77 -17.88 17.01
H -8.70 -17.26 20.38
H -8.75 -18.45 19.14
H -9.96 -17.12 19.05
C -10.13 -10.21 17.14
C -9.10 -9.54 18.04
C -9.17 -10.00 19.44
O -8.05 -9.52 20.10
C -8.03 -9.83 21.49
N -7.69 -9.89 17.60
H -7.44 -9.66 16.64
H -7.06 -9.55 18.33
H -7.59 -10.94 17.59
H -9.84 -10.22 16.08
H -11.09 -9.71 17.19
H -10.28 -11.25 17.43
H -9.16 -8.45 17.99
H -9.29 -11.10 19.52
H -10.12 -9.63 19.87
H -6.99 -9.77 21.81
H -8.40 -10.84 21.65
H -8.58 -9.06 22.02
C -7.06 -14.46 21.17
C -5.69 -14.21 20.58
C -4.74 -13.61 21.57
O -3.47 -13.57 20.94
C -2.38 -13.30 21.82
N -5.14 -15.54 20.14
H -4.16 -15.42 19.82
H -5.05 -16.25 20.89
H -5.70 -15.95 19.38
H -7.76 -14.92 20.46
H -7.54 -13.52 21.45
H -7.04 -15.06 22.08
H -5.71 -13.64 19.65
H -4.67 -14.23 22.48
H -5.15 -12.64 21.88
H -1.48 -13.21 21.21
H -2.28 -14.07 22.58
H -2.47 -12.32 22.32
Br -6.78 -13.15 16.98
```

## Properties
orbital gap = 0.3513 hartree
molar mass = 440.5 g/mol
highest occupied orbital energy = -16.950 eV
total charge = +3


ii) The following is a quantum chemistry calculation of a cluster of 5 separate species, C16H48BrN4O4 in total, from the Open Molecules 2025 dataset.

XYZ file:
```
73
Properties=species:S:1:pos:R:3
C -2.74 6.03 -0.18
C -1.36 6.62 -0.66
C -1.63 8.10 -1.16
O -0.53 8.94 -1.16
C 0.55 8.62 -2.11
N -0.40 6.55 0.50
H 0.41 7.15 0.44
H -0.78 6.89 1.37
H 0.06 5.65 0.50
H -3.12 6.83 0.45
H -2.57 5.10 0.35
H -3.48 5.86 -0.96
H -0.87 5.91 -1.32
H -2.23 8.56 -0.37
H -2.27 8.21 -2.03
H 1.34 9.37 -1.99
H 0.27 8.56 -3.16
H 1.07 7.68 -1.90
C -0.13 -5.71 0.61
C 1.02 -6.79 0.22
C 0.67 -8.20 0.86
O -0.38 -8.85 0.20
C -1.22 -9.71 1.02
N 1.17 -6.80 -1.32
H 1.89 -6.14 -1.59
H 1.33 -7.72 -1.71
H 0.43 -6.30 -1.79
H -1.15 -5.87 0.28
H 0.03 -4.79 0.04
H 0.04 -5.54 1.68
H 1.95 -6.45 0.69
H 0.53 -8.03 1.93
H 1.63 -8.72 0.92
H -1.85 -9.09 1.64
H -0.40 -10.16 1.59
H -1.72 -10.41 0.35
C -3.30 -0.29 6.12
C -2.55 -0.91 7.35
C -3.13 -2.37 7.75
O -2.27 -2.94 8.80
C -2.57 -4.27 9.29
N -1.14 -1.00 6.83
H -0.72 -0.16 7.20
H -0.71 -1.83 7.22
H -1.07 -0.94 5.83
H -3.54 -0.98 5.32
H -2.85 0.59 5.66
H -4.32 -0.10 6.47
H -2.34 -0.25 8.19
H -3.22 -3.04 6.89
H -4.15 -2.22 8.08
H -2.51 -4.89 8.39
H -3.59 -4.32 9.66
H -1.72 -4.52 9.92
C 3.53 3.40 -5.81
C 2.55 2.39 -6.32
C 2.67 2.19 -7.84
O 4.00 1.64 -8.02
C 4.48 1.71 -9.36
N 2.68 0.98 -5.57
H 3.63 0.63 -5.59
H 2.29 1.23 -4.68
H 2.07 0.37 -6.09
H 3.46 4.36 -6.31
H 4.52 3.02 -6.04
H 3.38 3.63 -4.75
H 1.54 2.72 -6.09
H 2.49 3.11 -8.40
H 1.92 1.46 -8.16
H 5.27 1.01 -9.65
H 4.80 2.72 -9.61
H 3.71 1.56 -10.11
Br 1.14 0.96 1.24
```

## Properties
orbital gap = 0.2073 hartree
molar mass = 440.5 g/mol
highest occupied orbital energy = -11.455 eV
total charge = +3


Most stable of them? i).